Entry 1:
Below is an isolated molecule of C4H6N2O, with properties calculated with ωB97M-V with the def2-TZVPD basis set.

Values from the calculation:
* DFT total energy: -9270.161 eV
* Kohn-Sham gap: 8.66 eV
* relative energy (zero: lowest compared OMol25 entry of this formula, charge and spin): 77.1 kcal per mole
* E_HOMO: -0.312 hartree
* net charge: 0

Each line ends with the natural charge from an NBO analysis.
Cartesian coordinates (Å):
N1 1.19 -0.08 -1.40  -0.82
C1 0.18 -0.15 -0.41  0.45
C2 0.59 0.01 1.04  -0.19
C3 -0.44 0.61 1.65  -0.30
C4 -1.43 1.18 0.65  0.07
O1 -0.57 -1.37 -0.53  -0.72
N2 -0.84 0.91 -0.50  -0.57
H1 1.84 -0.85 -1.26  0.38
H2 0.79 -0.21 -2.33  0.37
H3 1.54 -0.34 1.43  0.23
H4 -0.57 0.74 2.72  0.22
H5 -1.01 -1.53 0.32  0.48
H6 -1.28 1.06 -1.39  0.40

=====

Entry 2:
Below is a structure of composition C44H55ClCsGeN3O5PS, with properties calculated with ωB97M-V with the def2-TZVPD basis set.

Values from the calculation:
* DFT total energy: -150939.154 eV
* Kohn-Sham gap (alpha / beta): 2.26 / 4.62 eV
* relative energy (zero: lowest compared OMol25 entry of this formula, charge and spin): 0.0 kcal per mole
* E_HOMO (alpha / beta): 0.031 / -0.055 hartree
* net charge: -2
* multiplicity: 2

Each line ends with the Mulliken charge.
Cartesian coordinates (Å):
Cs1 0.12 -0.82 0.28  1.06
C1 -0.76 -4.67 1.74  -1.39
C2 0.66 -4.35 2.22  1.40
C3 0.99 -4.97 3.59  -1.79
C4 1.60 -4.81 1.08  -1.60
O1 0.73 -2.88 2.24  0.28
Ge1 1.27 -1.83 3.72  -0.92
O2 -0.05 -0.54 3.35  0.33
C5 -1.22 -0.23 4.17  1.32
C6 -2.39 -0.97 3.43  -0.51
C7 -1.44 1.28 4.06  -1.60
C8 -1.04 -0.63 5.65  -1.89
O3 2.74 -1.10 2.72  -0.34
C9 3.51 0.01 3.33  1.60
C10 2.72 1.34 3.20  -0.98
C11 3.85 -0.33 4.82  -1.62
C12 4.73 0.20 2.45  -1.73
H1 -0.81 -5.77 1.63  0.47
H2 -0.95 -4.29 0.74  0.19
H3 -1.46 -4.35 2.53  0.27
H4 0.72 -6.03 3.52  0.45
H5 0.39 -4.49 4.36  0.35
H6 2.05 -4.90 3.78  0.40
H7 1.52 -5.91 1.09  0.40
H8 2.64 -4.55 1.27  0.34
H9 1.33 -4.46 0.09  0.29
H10 -2.59 -0.45 2.49  -0.04
H11 -3.32 -0.89 4.01  0.48
H12 -2.16 -2.02 3.19  -0.19
H13 -1.46 1.60 3.02  0.20
H14 -0.64 1.85 4.54  0.39
H15 -2.41 1.52 4.54  0.46
H16 -0.92 -1.71 5.80  0.37
H17 -1.93 -0.34 6.21  0.45
H18 -0.16 -0.10 6.04  0.37
H19 1.75 1.27 3.73  -0.06
H20 2.57 1.60 2.14  0.22
H21 3.31 2.17 3.63  0.45
H22 2.93 -0.44 5.44  0.29
H23 4.45 0.48 5.23  0.45
H24 4.43 -1.27 4.83  0.33
H25 4.43 0.56 1.44  0.31
H26 5.27 -0.75 2.31  0.38
H27 5.37 0.99 2.92  0.38
O4 3.37 -1.79 -0.64  -0.47
N1 3.29 -0.57 -1.41  0.22
C13 4.09 -0.66 -2.42  -1.11
C14 4.18 0.45 -3.35  0.29
C15 5.35 0.66 -4.07  -0.73
C16 5.53 1.80 -4.85  -0.63
C17 4.51 2.74 -4.93  -0.88
C18 3.34 2.59 -4.16  -0.25
C19 3.17 1.45 -3.37  0.67
P1 1.59 1.24 -2.47  0.70
C20 0.44 1.18 -3.91  0.29
C21 0.15 -0.12 -4.36  -0.66
C22 -0.67 -0.31 -5.45  -0.59
C23 -1.33 0.80 -6.02  -0.48
C24 -1.03 2.09 -5.61  -0.81
C25 -0.14 2.28 -4.55  0.15
C26 1.31 2.90 -1.82  0.34
C27 2.29 3.82 -1.46  -0.45
C28 1.88 5.07 -0.91  -0.72
C29 0.55 5.40 -0.70  -0.68
C30 -0.43 4.46 -1.08  -0.53
C31 -0.06 3.24 -1.65  -0.41
H28 3.24 -1.45 0.26  0.22
H29 4.71 -1.55 -2.60  0.22
H30 6.18 -0.01 -4.00  0.43
H31 6.44 1.92 -5.43  0.35
H32 4.60 3.64 -5.55  0.35
H33 2.59 3.38 -4.19  0.24
H34 0.62 -0.97 -3.86  0.48
H35 -0.86 -1.30 -5.84  0.51
H36 -2.07 0.62 -6.80  0.35
H37 -1.51 2.94 -6.12  0.30
H38 0.12 3.28 -4.25  0.34
H39 3.33 3.54 -1.49  0.58
H40 2.65 5.80 -0.66  0.35
H41 0.25 6.30 -0.18  0.37
H42 -1.49 4.71 -1.02  0.59
H43 -0.86 2.50 -1.89  -0.19
S1 -3.27 2.46 -1.64  -0.49
Cl1 -6.61 5.23 3.91  -0.27
C32 -5.52 4.26 3.04  0.32
C33 -5.90 3.01 2.61  -0.64
C34 -5.22 2.39 1.56  -0.43
C35 -4.03 2.96 1.10  0.23
C36 -3.20 2.18 0.12  -0.07
C37 -3.57 4.15 1.66  -0.05
C38 -4.26 4.76 2.71  -0.81
H44 -6.79 2.55 3.03  0.37
H45 -5.57 1.49 1.10  0.51
H46 -2.11 2.32 0.33  -0.26
H47 -3.44 1.11 0.33  0.03
H48 -2.63 4.55 1.31  0.47
H49 -3.93 5.72 3.09  0.39
N2 -3.28 -4.57 -5.33  -0.38
C39 -2.30 -3.92 -4.65  0.47
O5 -1.29 -3.52 -5.25  -0.64
C40 -2.52 -3.67 -3.21  0.41
C41 -3.63 -4.19 -2.50  -0.60
C42 -3.87 -3.74 -1.19  -0.85
C43 -2.97 -2.86 -0.61  -0.35
N3 -1.85 -2.44 -1.23  0.34
C44 -1.62 -2.84 -2.48  -0.35
H50 -3.22 -4.69 -6.33  0.25
H51 -4.20 -4.73 -4.93  0.15
H52 -4.25 -4.97 -2.95  0.36
H53 -4.74 -4.11 -0.64  0.41
H54 -3.24 -2.44 0.34  0.34
H55 -0.70 -2.54 -3.01  0.37